The following is a quantum chemistry calculation of a gas-phase ion, C2H2O4P (charge -1) at a distorted geometry, from OMol25.

Properties
**LUMO energy (spin up / spin down)**: 2.6 / 3.5 eV
**Multiplicity**: 1
**Highest occupied orbital energy (spin up / spin down)**: -0.11099 / -0.15464 Ha
**Gap between HOMO and LUMO (spin up / spin down)**: 5.6 / 7.7 eV
**Total charge**: -1

Last column: Mulliken charge in e.
Positions of all 9 atoms, in Å:
P -1.90 -0.20 0.15  0.5273
O -1.98 -0.94 1.45  -0.5872
O 1.19 1.94 -0.60  -0.5935
O -0.45 -0.37 -0.62  -0.1364
O -2.97 -0.21 -0.86  -0.5921
C 1.49 0.86 -0.06  0.0206
C 0.78 -0.41 -0.14  -0.1358
H 2.54 0.64 0.26  0.2438
H 1.29 -1.30 0.42  0.2533



The following is a quantum chemistry calculation of a molecular structure, C2H2O6S at a distorted geometry, from OMol25.

Properties
**LUMO energy**: 6.3 eV
**Multiplicity**: 1
**Highest occupied orbital energy**: 0.00582 Ha
**Gap between HOMO and LUMO**: 6.2 eV
**Total charge**: -2

Last column: Mulliken charge in e.
Positions of all 11 atoms, in Å:
S -0.83 -1.37 -1.09  0.3928
O 0.38 -1.60 -1.89  -0.6369
O 1.86 0.55 1.31  -0.8039
O -1.23 1.02 0.82  -0.6890
O 1.38 1.66 -0.68  -0.6810
O 0.03 -1.03 1.24  -0.5978
O -1.89 -0.55 -1.76  -0.6729
C -0.06 -0.18 0.19  0.4590
C 1.22 0.81 0.19  0.5575
H 0.81 -0.60 1.67  0.4037
H -1.68 1.28 0.01  0.2686



The following is a quantum chemistry calculation of a single C2H2OS molecule at a distorted geometry, from OMol25.

Properties
**LUMO energy**: -2.1 eV
**Multiplicity**: 1
**Highest occupied orbital energy**: -0.35311 Ha
**Gap between HOMO and LUMO**: 7.6 eV

Last column: Mulliken charge in e.
Positions of all 6 atoms, in Å:
S -1.06 0.87 -1.63  -0.1120
O 1.04 -0.26 1.48  -0.4516
C 0.63 -0.40 0.24  0.1444
C -0.74 0.08 -0.26  -0.1226
H -1.31 0.61 0.70  0.2610
H 1.44 -0.90 -0.53  0.2808



The following is a quantum chemistry calculation of a single C2H2OS2 molecule at a distorted geometry, from OMol25.

Properties
**LUMO energy**: -2.0 eV
**Multiplicity**: 1
**Highest occupied orbital energy**: -0.33417 Ha
**Gap between HOMO and LUMO**: 7.1 eV

Last column: Mulliken charge in e.
Positions of all 7 atoms, in Å:
S -0.23 -0.21 -1.72  0.3961
S 1.24 0.67 1.87  -0.1881
O -1.35 0.71 -1.63  -0.4555
C 0.27 -0.75 -0.23  -0.2437
C -0.07 0.19 0.82  -0.2190
H 1.22 -1.26 -0.03  0.3753
H -1.07 0.65 0.93  0.3350



What is the multiplicity in the first record?
1



Please write out number 1 again, unchanged.
The following is a quantum chemistry calculation of a gas-phase ion, C2H2O4P (charge -1) at a distorted geometry, from OMol25.

Properties
**LUMO energy (spin up / spin down)**: 2.6 / 3.5 eV
**Multiplicity**: 1
**Highest occupied orbital energy (spin up / spin down)**: -0.11099 / -0.15464 Ha
**Gap between HOMO and LUMO (spin up / spin down)**: 5.6 / 7.7 eV
**Total charge**: -1

Last column: Mulliken charge in e.
Positions of all 9 atoms, in Å:
P -1.90 -0.20 0.15  0.5273
O -1.98 -0.94 1.45  -0.5872
O 1.19 1.94 -0.60  -0.5935
O -0.45 -0.37 -0.62  -0.1364
O -2.97 -0.21 -0.86  -0.5921
C 1.49 0.86 -0.06  0.0206
C 0.78 -0.41 -0.14  -0.1358
H 2.54 0.64 0.26  0.2438
H 1.29 -1.30 0.42  0.2533